[1]
70
Properties=species:S:1:pos:R:3 method="wB97M-V/def2-TZVPD" homo_energy_ev=-6.63 relative_energy_ev=0.000 total_charge=0 total_energy_ha=-2066.97441 multiplicity=1 lumo_ev=-2.00
C 1.9891 3.5026 0.8014
C 1.9156 2.1074 1.3462
O 0.6845 1.5732 0.7592
C -0.1740 0.8874 1.5328
C -1.4367 0.6419 0.7774
O -2.4096 0.0959 1.4752
C -3.0770 -1.2250 1.3600
S -1.9659 2.3531 -0.0142
C -3.6964 2.6285 0.4770
C -4.5378 3.3315 -0.3851
C -5.9029 3.4048 -0.0866
C -6.3919 2.7901 1.0733
C -5.4996 2.2835 2.0242
C -4.1295 2.2714 1.7491
O -1.2988 3.4377 0.6786
O -1.8553 2.2102 -1.4489
O -0.0092 0.5803 2.7054
H 2.7977 4.0919 1.2323
H 2.1458 3.4606 -0.2796
H 1.0422 4.0144 0.9861
H 2.7108 1.4538 0.9727
H 1.8355 2.0740 2.4380
H -4.0249 -1.1081 1.8788
H -3.2330 -1.4821 0.3147
H -2.4385 -1.9327 1.8819
H -4.1224 3.8121 -1.2684
H -6.5721 3.9431 -0.7607
H -7.4684 2.7467 1.2540
H -5.8599 1.8990 2.9811
H -3.4329 1.9924 2.5352
C 4.3411 2.1120 -3.7409
N 4.5362 1.0053 -2.8163
C 5.9194 0.6246 -2.5765
C 3.5326 0.5053 -2.0397
C 2.1637 0.7378 -2.3535
C 1.1748 0.1367 -1.6058
C 1.4750 -0.7444 -0.5431
C 0.4588 -1.5721 0.0567
C 0.5359 -2.1915 1.3731
C -0.3156 -3.3514 1.3708
C -0.4083 -4.2041 2.4683
C 0.3831 -3.9150 3.5899
C 1.2407 -2.7984 3.5973
C 1.3302 -1.9477 2.4894
C -0.8950 -3.4759 0.0427
C -0.4349 -2.3751 -0.7552
C -0.7038 -2.3691 -2.1229
C -1.4322 -3.4250 -2.6793
C -1.9074 -4.4784 -1.8740
C -1.6356 -4.5164 -0.4986
C 2.8349 -0.8780 -0.1670
C 3.8430 -0.2961 -0.9105
H 3.4327 1.9775 -4.3384
H 4.2704 3.0737 -3.2073
H 5.2113 2.1268 -4.4117
H 6.0113 -0.4630 -2.4579
H 6.5074 0.9393 -3.4464
H 6.3253 1.1083 -1.6728
H 1.8997 1.3371 -3.2263
H 0.1344 0.3404 -1.8543
H -1.0715 -5.0725 2.4211
H 0.2980 -4.5446 4.4808
H 1.8295 -2.5931 4.4941
H 2.0401 -1.1264 2.4968
H -0.3303 -1.5539 -2.7294
H -1.6578 -3.4254 -3.7474
H -2.5142 -5.2690 -2.3213
H -1.9898 -5.3205 0.1526
H 3.1007 -1.4921 0.6892
H 4.8816 -0.4656 -0.6171

=====

[2]
10
Properties=species:S:1:pos:R:3 method="wB97M-V/def2-TZVPD" homo_energy_ev=-8.70 relative_energy_ev=2.813 total_charge=0 total_energy_ha=-698.57195 multiplicity=1 lumo_ev=0.44 smiles="ONC(=S)NO"
O 1.6355 1.3255 0.3059
N 0.3338 1.1232 -0.2936
C -0.3607 0.0156 -0.0055
S -2.0388 -0.0075 0.0055
N 0.3602 -1.0948 0.3043
O 1.6023 -1.3342 -0.3092
H 2.2142 1.0896 -0.4347
H -0.1803 1.9935 -0.2786
H -0.2014 -1.9274 0.1584
H 2.1921 -1.2581 0.4520

=====

[3]
52
Properties=species:S:1:pos:R:3 method="wB97M-V/def2-TZVPD" homo_energy_ev=-7.81 relative_energy_ev=0.000 total_charge=0 total_energy_ha=-1482.60866 multiplicity=1 lumo_ev=0.12 smiles="O=C1c2ccc(Nc3ccc(F)cc3F)cc2CCc2ccc(OC[C@H](O)CO)cc21"
O -0.9624 -1.4519 0.9307
C -0.6560 -0.3440 0.5315
C 0.7782 0.0023 0.3765
C 1.6101 -0.9447 -0.2153
C 2.9634 -0.7211 -0.3526
C 3.5264 0.4519 0.1508
N 4.8750 0.7436 0.0433
C 5.9413 -0.1199 -0.0617
C 5.9132 -1.4576 0.3403
C 7.0327 -2.2599 0.2278
C 8.2057 -1.7288 -0.2757
F 9.2967 -2.5130 -0.3884
C 8.2947 -0.4000 -0.6546
C 7.1631 0.3747 -0.5388
F 7.2260 1.6847 -0.8866
C 2.6903 1.3984 0.7470
C 1.3306 1.1852 0.8663
C 0.4349 2.2049 1.4973
C -0.4448 2.8393 0.4203
C -1.6096 1.9996 -0.0294
C -2.6980 2.6869 -0.5663
C -3.8407 2.0487 -0.9885
C -3.9517 0.6615 -0.8651
O -5.1181 0.1222 -1.3130
C -5.3361 -1.2668 -1.2127
C -5.7446 -1.7054 0.2103
O -5.8022 -3.1017 0.2973
C -7.0981 -1.0801 0.5735
O -8.0760 -1.6923 -0.2469
C -2.8836 -0.0353 -0.3302
C -1.7064 0.6097 0.0724
H 1.1727 -1.8588 -0.5876
H 3.5785 -1.4408 -0.8683
H 5.1141 1.7255 0.0452
H 5.0121 -1.8605 0.7718
H 7.0040 -3.2916 0.5385
H 9.2145 0.0173 -1.0293
H 3.1224 2.3113 1.1336
H -0.1956 1.7387 2.2578
H 1.0347 2.9799 1.9776
H 0.1783 3.0723 -0.4509
H -0.8391 3.7875 0.7944
H -2.6396 3.7628 -0.6519
H -4.6660 2.6002 -1.4101
H -6.1653 -1.4760 -1.8947
H -4.4596 -1.8402 -1.5330
H -4.9887 -1.3756 0.9304
H -6.6194 -3.3770 -0.1401
H -7.3159 -1.2681 1.6330
H -7.0538 0.0015 0.3987
H -8.9310 -1.2922 -0.0660
H -2.9113 -1.1071 -0.2085

=====

[4]
103
Properties=species:S:1:pos:R:3 method="wB97M-V/def2-TZVPD" homo_energy_ev=-4.54 relative_energy_ev=0.000 total_charge=-1 total_energy_ha=-2050.73387 multiplicity=1 lumo_ev=2.38
C 7.2156 0.3734 2.7461
C 7.5000 -0.5964 1.5905
C 6.2790 -1.4148 1.1475
C 5.3997 -0.7435 0.0745
C 3.9618 -0.4253 0.4969
C 2.9946 -0.3556 -0.6811
C 1.6265 0.2059 -0.2851
C 0.4180 -0.2894 -1.0836
B -1.0296 0.1393 -0.4064
C -2.2485 -0.0477 -1.4894
O -2.6450 -1.4296 -1.7656
C -2.0861 -1.9988 -2.9134
C -1.4289 -0.7889 0.9116
C -1.1818 -2.2959 0.7471
C -2.3206 -3.1534 1.2794
I 0.6859 -2.9082 1.6921
B -0.9079 1.8293 -0.0495
O -1.2720 2.8298 -0.9750
O -0.4029 2.3981 1.1389
C -1.1386 2.3898 2.3426
C -2.6394 2.5458 2.1334
H 6.8757 1.3576 2.4139
H 8.1154 0.5250 3.3491
H 6.4408 -0.0305 3.4030
H 8.2975 -1.2788 1.9028
H 7.8942 -0.0436 0.7299
H 6.6079 -2.3948 0.7901
H 5.6656 -1.6106 2.0347
H 5.3752 -1.3743 -0.8212
H 5.8745 0.1992 -0.2297
H 3.5925 -1.1609 1.2207
H 3.9643 0.5454 1.0088
H 2.8910 -1.3468 -1.1417
H 3.4394 0.2837 -1.4602
H 1.6690 1.2962 -0.3995
H 1.4599 0.0179 0.7831
H 0.4767 0.1528 -2.0961
H 0.5162 -1.3769 -1.2448
H -3.1799 0.4310 -1.1484
H -2.0121 0.4242 -2.4615
H -1.1609 -2.5563 -2.6959
H -1.8388 -1.2324 -3.6616
H -2.8074 -2.6963 -3.3571
H -2.5218 -0.7004 1.0394
H -0.9920 -0.4499 1.8582
H -1.0223 -2.5309 -0.3010
H -2.7937 -2.6964 2.1522
H -2.0192 -4.1686 1.5500
H -3.0435 -3.2459 0.4631
H -0.9114 2.6343 -1.8569
H -0.9401 1.4648 2.9024
H -0.7660 3.2171 2.9578
H -2.8437 3.3639 1.4385
H -3.0781 1.6247 1.7415
H -3.1264 2.7713 3.0877
C 7.5330 5.3736 -2.1432
O 6.7063 6.2723 -1.4417
C 5.4218 6.5007 -2.0086
C 4.3130 5.7524 -1.3021
N 4.3781 4.3254 -1.5465
C 3.5305 3.4781 -0.7115
C 3.5913 3.6201 0.8035
O 4.7661 3.1031 1.4174
C 5.9327 3.8629 1.2149
H 8.5522 5.5325 -1.7929
H 7.2719 4.3239 -1.9668
H 7.4972 5.5582 -3.2224
H 5.4325 6.2501 -3.0757
H 5.2272 7.5719 -1.9124
H 3.3608 6.1329 -1.6910
H 4.3527 6.0212 -0.2376
H 5.3346 4.0071 -1.5004
H 3.7661 2.4412 -0.9541
H 2.4876 3.6357 -1.0073
H 2.7670 3.0313 1.2111
H 3.4340 4.6583 1.1238
H 5.7322 4.9388 1.2675
H 6.4172 3.6414 0.2577
H 6.6294 3.6012 2.0122
C -5.6737 -2.7174 -1.5000
O -5.5939 -3.9160 -0.7519
C -5.7181 -3.7700 0.6546
C -7.0543 -4.2576 1.1694
N -8.1415 -3.3821 0.7671
C -9.4901 -3.8948 0.9357
C -9.8597 -5.2597 0.3579
O -9.9989 -5.3077 -1.0500
C -8.7848 -5.2879 -1.7748
H -5.2721 -2.9309 -2.4889
H -6.7058 -2.3585 -1.6151
H -5.0663 -1.9256 -1.0535
H -5.5272 -2.7323 0.9462
H -4.9358 -4.3912 1.0966
H -7.0061 -4.2857 2.2646
H -7.1798 -5.2929 0.8243
H -7.9999 -3.0711 -0.1828
H -10.1777 -3.1624 0.5047
H -9.7100 -3.9339 2.0104
H -10.8479 -5.5110 0.7506
H -9.1706 -6.0450 0.6939
H -8.0241 -5.9179 -1.3032
H -8.3738 -4.2813 -1.8852
H -9.0018 -5.6803 -2.7675

=====

[5]
74
Properties=species:S:1:pos:R:3 method="wB97M-V/def2-TZVPD" homo_energy_ev=-9.73 total_charge=0 total_energy_ha=-4429.84934 multiplicity=1 lumo_ev=0.32
C 4.5059 3.3548 -0.5109
C 3.6149 2.5325 -1.4178
O 4.4198 1.6373 -2.1898
C 3.9712 0.2901 -2.1791
C 2.7469 0.0692 -3.0724
Si 1.6752 -1.4050 -2.6399
O 0.2680 -0.9457 -1.9134
Si 0.1293 0.0692 -0.6139
C -1.1240 -0.6412 0.5669
C -0.6226 -1.8847 1.2928
O 0.4244 -1.6417 2.2308
C -0.3145 1.8122 -1.1358
C -1.8068 2.1485 -1.1060
C -2.0547 3.6187 -0.8271
Br -2.6304 1.6737 -2.8226
H 5.3554 3.7386 -1.0780
H 4.8863 2.7572 0.3188
H 3.9501 4.2014 -0.1009
H 2.8858 1.9522 -0.8397
H 3.0431 3.1873 -2.0879
H 4.8158 -0.3012 -2.5348
H 3.7736 -0.0122 -1.1422
H 3.0714 -0.0752 -4.1092
H 2.1356 0.9788 -3.0803
H 1.3128 -2.1489 -3.8628
H 2.4276 -2.3012 -1.7280
H 1.4724 0.1122 0.0321
H -1.4283 0.1201 1.2991
H -2.0199 -0.9266 0.0029
H -0.2187 -2.6082 0.5820
H -1.4738 -2.3513 1.8021
H 0.2990 -0.7686 2.6176
H 0.0916 2.0023 -2.1342
H 0.1994 2.5028 -0.4529
H -2.3284 1.5331 -0.3736
H -1.4950 4.2231 -1.5459
H -1.6717 3.8467 0.1716
H -3.1080 3.8877 -0.8983
C -1.0034 -5.8628 3.1417
O -0.9092 -5.0521 1.9760
H -1.2732 -6.8656 2.8232
H -0.0521 -5.9076 3.6768
H -1.7793 -5.5002 3.8203
H -0.6687 -4.1585 2.2438
C 3.8335 3.6614 -5.3351
O 4.9130 3.3839 -4.4671
H 4.2276 4.2437 -6.1669
H 3.3817 2.7502 -5.7420
H 3.0475 4.2521 -4.8510
H 4.5825 2.8626 -3.7230
C -0.4083 6.5262 1.2423
O -0.1084 5.1802 1.5825
H -0.3146 6.6030 0.1609
H -1.4282 6.8029 1.5223
H 0.2899 7.2306 1.7012
H -0.1840 5.0790 2.5355
C -4.5951 2.1832 1.5016
O -3.5779 1.8236 2.4299
H -4.1626 2.9384 0.8510
H -4.9051 1.3313 0.8905
H -5.4725 2.6099 1.9936
H -3.9284 1.1514 3.0209
C -1.9297 -3.7797 -1.3263
O -2.5641 -3.9641 -0.0711
H -2.5318 -3.0628 -1.8832
H -0.9228 -3.3694 -1.2220
H -1.8730 -4.7085 -1.9010
H -2.0494 -4.5791 0.4714
C -2.8319 -7.7180 5.9799
O -2.5433 -8.4424 4.7942
H -2.6067 -6.6738 5.7731
H -3.8855 -7.7926 6.2624
H -2.2148 -8.0423 6.8222
H -2.7306 -9.3717 4.9526

=====

[6]
54
Properties=species:S:1:pos:R:3 method="wB97M-V/def2-TZVPD" homo_energy_ev=-11.06 total_charge=+1 total_energy_ha=-47235.85714 multiplicity=1 lumo_ev=-4.31
C 2.8746 -0.2522 -0.8641
C 1.8124 -1.2761 -0.1488
P 0.4527 -1.9323 -1.3803
C 0.3118 -3.8481 -1.1709
C -1.1427 -1.0494 -0.8125
C -1.7008 0.0356 -1.9075
N -3.0266 0.2404 -1.6140
C -3.5347 -0.5985 -0.4253
C -2.5008 -1.9103 -0.4932
H 3.8951 -0.7781 -1.1204
H 2.4518 0.2647 -1.8318
H 3.1196 0.6003 -0.0916
H 1.2793 -0.6586 0.7203
H 2.3593 -2.1797 0.3579
H -0.6681 -4.0932 -0.5537
H 0.2536 -4.3090 -2.2691
H 1.2934 -4.1913 -0.5971
H -0.9446 -0.4593 0.1785
H -1.0044 0.4785 -2.7402
H -3.6331 0.9140 -2.1466
H -4.6100 -0.9512 -0.7445
H -3.5574 -0.0631 0.6222
H -2.6238 -2.4151 0.5612
H -2.8578 -2.5863 -1.3796
C -0.9117 -6.6184 1.5146
Br 0.3366 -5.4204 2.4038
Br -2.7246 -5.9130 1.5256
Br -0.3228 -7.0732 -0.2828
H -0.9273 -7.5492 2.0911
C -1.0958 -5.5130 -5.3147
Br -1.9986 -6.0659 -6.9467
Br -1.9045 -3.9206 -4.5440
Br -0.9812 -6.9638 -4.0239
H -0.0696 -5.2488 -5.5908
C 2.1538 3.3134 1.6908
Br 0.7737 2.0202 1.2361
Br 3.4004 3.5882 0.2229
Br 1.3952 4.9907 2.3198
H 2.7272 2.8902 2.5222
C 6.6538 2.2365 2.5908
Br 5.2737 0.9432 2.1361
Br 7.9004 2.5112 1.1229
Br 5.8952 3.9137 3.2198
H 7.2272 1.8132 3.4222
C -0.6744 8.9216 2.7824
Br -1.6864 7.4259 2.0593
Br 1.0425 8.3545 3.4999
Br -0.4781 10.3575 1.4848
H -1.2535 9.3244 3.6199
C -3.5462 3.6930 1.1103
Br -4.9263 2.3997 0.6555
Br -2.2996 3.9677 -0.3576
Br -4.3048 5.3702 1.7392
H -2.9728 3.2697 1.9416